{
  "formula": "C41H47CsF6GeN4O3P2Sb",
  "method": "wB97M-V/def2-TZVPD",
  "species": ["Cs", "C", "C", "P", "C", "C", "C", "C", "C", "C", "C", "C", "C", "C", "C", "C", "P", "C", "C", "C", "C", "C", "C", "C", "C", "C", "C", "C", "C", "H", "H", "H", "H", "H", "H", "H", "H", "H", "H", "H", "H", "H", "H", "H", "H", "H", "H", "H", "H", "H", "H", "H", "H", "C", "O", "C", "C", "C", "C", "C", "C", "O", "C", "O", "C", "H", "H", "H", "H", "H", "H", "H", "H", "H", "N", "C", "N", "N", "C", "N", "H", "H", "H", "H", "C", "Ge", "C", "C", "C", "H", "H", "H", "H", "H", "H", "H", "H", "H", "H", "F", "Sb", "F", "F", "F", "F", "F"],
  "positions_angstrom": [[0.178516, -2.855907, -0.299369], [1.512218, 1.838448, 1.562716], [1.151225, 0.365362, 1.469677], [0.697342, -0.513934, 3.046621], [2.162055, -0.179910, 4.105258], [3.448990, -0.128032, 3.573089], [4.549976, 0.035323, 4.405427], [4.388190, 0.138298, 5.778580], [3.111642, 0.056189, 6.322178], [2.013889, -0.108558, 5.492969], [-0.522428, 0.666646, 3.777154], [-1.862636, 0.285292, 3.736100], [-2.856880, 1.108070, 4.252785], [-2.524370, 2.327678, 4.820550], [-1.192351, 2.720931, 4.869952], [-0.203146, 1.895991, 4.356773], [2.267315, 2.460610, -0.010165], [0.867529, 2.481503, -1.189751], [-0.462822, 2.229078, -0.869572], [-1.437061, 2.223474, -1.860088], [-1.097747, 2.482242, -3.178305], [0.224926, 2.742549, -3.509550], [1.196430, 2.728750, -2.523195], [2.358634, 4.242951, 0.471073], [1.352441, 5.178221, 0.242200], [1.509200, 6.500622, 0.638919], [2.671797, 6.907260, 1.278009], [3.679558, 5.983746, 1.519004], [3.524177, 4.666679, 1.109812], [2.282202, 2.006477, 2.321898], [0.648764, 2.452187, 1.831380], [1.986915, -0.194229, 1.036892], [0.293204, 0.226016, 0.808826], [3.612808, -0.238097, 2.506603], [5.539070, 0.073313, 3.966374], [5.248696, 0.267664, 6.423482], [2.970131, 0.116301, 7.394762], [1.023963, -0.179277, 5.929816], [-2.124589, -0.661710, 3.281070], [-3.891783, 0.791865, 4.211697], [-3.297237, 2.970793, 5.224365], [-0.922506, 3.673521, 5.310024], [0.830984, 2.213428, 4.408922], [-0.755687, 2.000512, 0.147452], [-2.461690, 1.995483, -1.599171], [-1.855393, 2.442604, -3.950573], [0.502867, 2.915651, -4.541735], [2.237034, 2.895568, -2.785088], [0.439816, 4.868978, -0.253951], [0.716985, 7.214926, 0.448937], [2.793904, 7.939455, 1.583046], [4.591280, 6.291316, 2.016749], [4.317466, 3.947656, 1.285488], [-6.251953, -5.894758, -1.472982], [-6.709753, -4.610163, -1.110942], [-5.760854, -3.702868, -0.707666], [-6.277054, -2.428350, -0.380388], [-5.396200, -1.458925, 0.012479], [-4.006143, -1.668077, 0.109291], [-3.137441, -0.573442, 0.510500], [-3.788083, 0.772150, 0.837187], [-1.914353, -0.645928, 0.602732], [-3.469704, -2.972526, -0.209273], [-2.243540, -3.253771, -0.144603], [-4.422228, -3.975010, -0.622761], [-7.134058, -6.464855, -1.759340], [-5.752903, -6.391631, -0.637089], [-5.558903, -5.846908, -2.316752], [-7.340724, -2.248579, -0.452460], [-5.797804, -0.482100, 0.252631], [-4.486600, 0.684426, 1.670999], [-4.340553, 1.158135, -0.021442], [-3.001996, 1.472215, 1.110732], [-4.004023, -4.939579, -0.867468], [5.423446, 1.475270, -3.508813], [4.675275, 0.798949, -2.566413], [3.409740, 0.547030, -2.877549], [5.312584, 0.465010, -1.473440], [4.686222, -0.191127, -0.517800], [4.234582, -0.739795, 0.395237], [4.917805, 2.081524, -4.132201], [6.270684, 1.862990, -3.127977], [3.057755, 0.779025, -3.791336], [2.745676, -0.056661, -2.380334], [-0.992120, -1.528971, -6.197691], [-0.693129, -1.523810, -4.227343], [-2.400844, -0.737612, -3.569592], [-0.870290, -3.437513, -3.764302], [0.870608, -0.676805, -3.515933], [-1.920959, -2.062217, -6.417088], [-0.174051, -2.034654, -6.715593], [-1.072360, -0.512786, -6.592107], [-3.231389, -1.425613, -3.748711], [-2.614934, 0.210228, -4.070380], [-2.339876, -0.553232, -2.494077], [-1.482750, -3.956261, -4.505913], [-1.374462, -3.533078, -2.800338], [0.095875, -3.942713, -3.708508], [0.845316, 0.337485, -3.977381], [2.151014, -4.269856, -0.329100], [2.576432, -6.108694, -0.651318], [4.379486, -5.616158, -0.907451], [2.856769, -6.320933, 1.204209], [3.033378, -7.922112, -0.940716], [0.762974, -6.577062, -0.402810], [2.222617, -5.869248, -2.486685]],
  "forces_ev_per_angstrom": [[0.133, 1.843, -0.215], [0.004, 0.125, -0.132], [0.023, -0.182, 0.159], [0.015, 0.241, -0.160], [-0.062, -0.013, 0.070], [0.024, 0.001, -0.043], [-0.010, -0.007, 0.007], [-0.024, -0.008, 0.003], [0.023, -0.004, -0.022], [-0.015, 0.005, -0.014], [-0.050, -0.113, 0.004], [-0.006, 0.021, 0.022], [0.020, -0.022, 0.006], [0.020, 0.000, -0.004], [-0.012, -0.004, 0.003], [0.040, 0.026, -0.039], [-0.019, 0.117, 0.036], [0.046, 0.026, 0.003], [-0.039, -0.008, -0.001], [0.035, 0.039, 0.015], [0.043, 0.041, 0.011], [-0.058, 0.122, 0.077], [-0.010, 0.184, 0.035], [0.013, -0.041, -0.057], [-0.031, 0.034, -0.003], [-0.019, -0.043, -0.014], [0.003, 0.012, 0.000], [-0.004, -0.030, -0.004], [0.014, 0.005, 0.043], [-0.015, 0.012, 0.018], [-0.010, -0.014, 0.031], [-0.036, -0.056, 0.007], [-0.014, -0.101, 0.032], [-0.003, 0.025, 0.025], [0.012, -0.002, -0.005], [0.011, 0.000, 0.006], [0.003, 0.000, 0.007], [0.002, 0.021, -0.001], [-0.005, -0.022, 0.004], [-0.004, -0.010, -0.011], [0.000, 0.000, 0.000], [0.004, 0.004, -0.003], [0.009, -0.021, 0.012], [0.005, 0.006, 0.013], [-0.027, -0.044, 0.004], [0.013, 0.020, 0.010], [-0.006, 0.003, -0.014], [-0.085, 0.014, 0.035], [0.010, 0.003, -0.011], [-0.004, 0.001, -0.003], [-0.003, 0.004, 0.010], [0.005, -0.005, 0.003], [0.023, 0.010, -0.015], [0.013, 0.054, 0.004], [0.035, -0.015, 0.033], [0.034, -0.021, -0.026], [0.014, -0.051, 0.001], [0.004, 0.007, -0.010], [0.054, 0.047, 0.055], [-0.070, -0.039, -0.074], [0.063, 0.000, -0.026], [-0.007, 0.154, 0.037], [0.041, 0.025, 0.034], [-1.977, -0.424, 0.047], [-0.118, 0.083, 0.002], [0.000, 0.006, 0.001], [0.011, -0.011, 0.012], [0.018, -0.004, -0.005], [-0.007, -0.007, -0.017], [-0.001, -0.018, -0.005], [-0.016, 0.002, -0.007], [0.006, 0.016, -0.003], [0.022, 0.011, 0.002], [0.012, -0.046, -0.022], [-0.016, 0.020, -0.012], [-0.219, -0.116, -0.022], [0.213, 0.099, 0.018], [0.217, 0.066, -0.003], [0.030, 0.092, -0.059], [-0.122, -0.128, 0.111], [0.008, 0.004, 0.000], [-0.027, 0.008, 0.001], [-0.019, -0.178, -0.029], [0.046, -0.117, -0.123], [0.121, 0.049, -0.104], [-0.237, -0.140, -0.007], [-0.007, 0.004, 0.095], [0.063, 0.012, 0.073], [-0.016, 0.137, 0.105], [-0.014, 0.005, -0.013], [-0.001, 0.004, -0.014], [0.007, 0.012, 0.000], [-0.003, -0.002, -0.017], [-0.011, -0.036, 0.005], [-0.018, -0.010, -0.002], [-0.024, 0.023, 0.001], [-0.036, -0.094, 0.020], [0.012, 0.017, 0.023], [0.060, -0.183, -0.010], [1.620, -1.383, -0.053], [0.289, -0.146, -0.001], [0.072, -0.015, 0.007], [0.058, -0.025, 0.112], [-0.011, -0.099, -0.019], [-0.153, 0.084, 0.052], [0.004, 0.053, -0.109]],
  "lumo_ev": [3.546, 3.542],
  "spin_multiplicity": 2,
  "e_homo_ev": [-1.68, -1.81],
  "charge": -2,
  "s_squared": 0.754
}

{
  "formula": "C41H48BCaFN8O7S",
  "method": "wB97M-V/def2-TZVPD",
  "species": ["Ca", "C", "C", "C", "C", "C", "C", "N", "N", "B", "N", "C", "C", "C", "N", "C", "C", "C", "N", "C", "C", "C", "N", "C", "C", "C", "H", "H", "H", "H", "H", "H", "H", "H", "H", "H", "H", "H", "H", "H", "H", "H", "H", "H", "H", "H", "H", "H", "H", "H", "H", "H", "H", "H", "C", "C", "C", "C", "C", "C", "C", "S", "O", "O", "N", "C", "C", "O", "O", "H", "H", "H", "H", "H", "H", "H", "H", "H", "C", "C", "C", "C", "C", "C", "C", "F", "C", "C", "C", "O", "C", "C", "N", "C", "C", "O", "O", "H", "H", "H", "H", "H", "H", "H", "H", "H", "H", "H"],
  "positions_angstrom": [[-0.118265, 0.246634, 1.766895], [2.282011, -3.537003, 4.406829], [1.338123, -2.347231, 4.256933], [0.187009, -2.427020, 5.257199], [2.052241, -1.034061, 4.370668], [3.058882, -0.631451, 5.269136], [3.297135, 0.687081, 4.940433], [2.468597, 1.033467, 3.943982], [1.714946, -0.020704, 3.582165], [2.389816, 2.390433, 3.224496], [2.739677, 2.184960, 1.740716], [3.630773, 2.884281, 1.026653], [3.741575, 2.308009, -0.219533], [2.838736, 1.232476, -0.183393], [2.241369, 1.174630, 1.003642], [2.622136, 0.159271, -1.212515], [2.802844, 0.716139, -2.625768], [3.576290, -1.009260, -0.971525], [1.025648, 3.040513, 3.455432], [0.791081, 4.253011, 3.980782], [-0.569710, 4.405141, 4.119450], [-1.110626, 3.192726, 3.647180], [-0.132137, 2.390042, 3.239873], [-2.557289, 2.785100, 3.608626], [-3.103782, 2.736782, 2.186006], [-3.414905, 3.713270, 4.467940], [1.741279, -4.463403, 4.210542], [2.702251, -3.590660, 5.417102], [3.109006, -3.472069, 3.698452], [0.912068, -2.391942, 3.253882], [0.566149, -2.420792, 6.284916], [-0.378393, -3.348838, 5.105698], [-0.490701, -1.582766, 5.131411], [3.535767, -1.222043, 6.032722], [3.981499, 1.417252, 5.340807], [3.226456, 3.125949, 3.698773], [4.128074, 3.730822, 1.471231], [4.373929, 2.616435, -1.034179], [1.609464, -0.229291, -1.076488], [3.822197, 1.087101, -2.764078], [2.114741, 1.542415, -2.818370], [2.630152, -0.059969, -3.374297], [4.615961, -0.672029, -1.032192], [3.416701, -1.795131, -1.712802], [3.400668, -1.444122, 0.011455], [1.619295, 4.898647, 4.224161], [-1.104121, 5.252174, 4.512687], [-2.612030, 1.773762, 4.018761], [-2.954056, 3.680832, 1.658232], [-4.171234, 2.497620, 2.213320], [-2.613031, 1.971472, 1.588915], [-3.432323, 4.728453, 4.060593], [-3.047759, 3.766563, 5.495139], [-4.444086, 3.349808, 4.493217], [-4.089915, -5.536715, -3.273249], [-3.141212, -4.969544, -2.252621], [-3.029555, -3.596808, -2.061214], [-2.155768, -3.073541, -1.120113], [-1.368300, -3.926185, -0.362763], [-1.481980, -5.297136, -0.524465], [-2.360114, -5.811402, -1.466861], [-0.198848, -3.202621, 0.798836], [0.157841, -4.319373, 1.666736], [0.874290, -2.669842, -0.033990], [-0.918372, -2.013139, 1.488555], [-2.068685, -2.359154, 2.307926], [-2.546146, -1.187782, 3.193955], [-3.670121, -1.289694, 3.703232], [-1.727380, -0.234027, 3.338087], [-4.548068, -4.745122, -3.866864], [-4.893727, -6.107986, -2.802171], [-3.571865, -6.211190, -3.959086], [-3.637153, -2.922293, -2.655313], [-2.062909, -2.006407, -0.964439], [-0.877271, -5.944551, 0.097035], [-2.438743, -6.886970, -1.591763], [-1.849605, -3.197159, 2.985087], [-2.923046, -2.662533, 1.684925], [-0.356334, 4.262989, -5.385504], [-0.567235, 2.769485, -5.592259], [0.462447, 2.227740, -6.579452], [0.195568, 0.762067, -6.863630], [0.134778, -0.008689, -5.575599], [0.463781, -1.346593, -5.539007], [0.433802, -2.045457, -4.338250], [0.790138, -3.350768, -4.372622], [0.077937, -1.452407, -3.158859], [-0.275098, -0.096398, -3.182294], [-0.631854, 0.541759, -1.893602], [-0.784943, -0.153575, -0.892695], [-0.781175, 1.969989, -1.939790], [-0.745063, 2.592647, -3.138559], [-0.490810, 2.002737, -4.342296], [-0.226765, 0.635175, -4.376135], [-0.918751, 2.822283, -0.668855], [-1.435546, 3.941944, -0.804549], [-0.443990, 2.278829, 0.351169], [-0.300770, 4.738988, -6.365707], [0.577528, 4.453906, -4.855006], [-1.164766, 4.738955, -4.835096], [-1.566449, 2.615403, -6.025766], [1.460544, 2.362001, -6.153479], [0.410908, 2.817316, -7.497666], [0.967893, 0.338402, -7.508705], [-0.753304, 0.667332, -7.403405], [0.767933, -1.863454, -6.441002], [0.105370, -1.981355, -2.211936], [-0.929218, 3.656437, -3.130816]],
  "forces_ev_per_angstrom": [[0.180, 0.728, -0.372], [0.034, 0.021, 0.017], [0.082, -0.036, -0.034], [-0.037, 0.004, 0.062], [-0.085, 0.015, 0.027], [0.032, -0.024, -0.080], [-0.047, 0.112, 0.135], [0.163, -0.099, -0.056], [-0.224, -0.191, 0.043], [0.200, 0.087, 0.187], [-0.105, -0.049, -0.161], [0.126, 0.105, 0.112], [-0.031, 0.065, -0.096], [0.018, -0.217, 0.177], [-0.001, -0.119, -0.279], [-0.006, 0.123, -0.022], [-0.061, -0.018, 0.026], [0.055, -0.050, 0.048], [-0.143, 0.023, -0.090], [0.120, 0.057, 0.005], [-0.016, -0.029, 0.028], [0.057, 0.039, -0.009], [-0.164, -0.120, 0.139], [0.006, -0.033, 0.069], [-0.113, -0.061, -0.125], [0.022, -0.013, -0.002], [-0.016, -0.011, -0.018], [-0.011, 0.031, 0.011], [0.011, -0.008, -0.025], [-0.027, 0.003, 0.035], [0.017, 0.008, 0.000], [-0.020, -0.021, 0.004], [-0.020, 0.001, -0.013], [0.043, 0.004, 0.005], [0.022, -0.036, 0.045], [0.027, 0.018, 0.002], [0.025, 0.009, -0.032], [0.018, 0.032, -0.006], [0.071, 0.038, -0.064], [0.031, 0.002, 0.020], [0.009, 0.024, 0.007], [-0.021, -0.033, -0.015], [0.012, -0.002, -0.002], [-0.021, -0.021, -0.021], [0.006, 0.001, 0.007], [-0.037, 0.047, 0.014], [0.023, 0.037, 0.018], [-0.002, 0.000, -0.034], [-0.005, 0.044, 0.022], [-0.002, 0.026, -0.018], [0.047, -0.013, 0.040], [0.011, 0.024, -0.019], [0.015, -0.003, 0.014], [-0.003, -0.017, -0.004], [-0.029, -0.050, -0.080], [-0.005, 0.033, 0.029], [-0.029, 0.012, -0.030], [-0.021, -0.022, -0.011], [0.008, 0.143, 0.071], [0.061, -0.045, 0.028], [0.026, -0.034, 0.024], [0.042, 0.198, -0.114], [-0.033, 0.062, -0.060], [0.008, -0.117, 0.094], [0.136, -0.294, -0.009], [-0.225, -0.185, 0.106], [-0.291, -0.420, -0.119], [0.146, -0.017, 0.008], [0.160, 0.311, -0.085], [0.000, 0.011, 0.009], [0.005, 0.009, 0.023], [-0.002, -0.002, -0.001], [-0.010, -0.006, -0.015], [0.002, 0.057, 0.006], [0.003, -0.004, 0.000], [-0.014, -0.006, -0.017], [-0.080, 0.038, -0.004], [0.016, -0.014, 0.119], [-0.019, 0.010, -0.013], [0.015, 0.035, -0.067], [-0.093, 0.063, -0.018], [0.025, 0.001, -0.039], [-0.009, -0.056, 0.083], [-0.044, -0.020, 0.060], [0.002, 0.031, -0.008], [0.003, -0.002, 0.040], [0.026, -0.011, -0.146], [0.026, -0.088, 0.010], [-0.091, -0.073, 0.069], [0.041, -0.087, 0.095], [0.037, 0.126, -0.032], [-0.047, 0.054, 0.142], [0.023, 0.035, 0.005], [0.003, -0.021, 0.033], [-0.006, -0.230, -0.190], [0.033, 0.102, -0.065], [-0.116, 0.016, 0.314], [0.003, -0.003, -0.005], [0.015, -0.008, 0.007], [-0.016, -0.016, 0.013], [0.031, 0.003, -0.006], [0.021, -0.021, 0.028], [-0.004, -0.006, 0.007], [0.006, 0.007, -0.002], [-0.004, 0.006, -0.002], [0.003, -0.001, -0.024], [-0.023, -0.015, 0.029], [0.016, 0.009, -0.011]],
  "lumo_ev": 3.593,
  "e_homo_ev": -3.22,
  "charge": -2
}

Energy above the lowest of the compared OMol25 structures with the same formula, charge and spin list, top to bottom, in kJ/mol: 85.39; 11.17
Largest force on an atom list, top to bottom, in eV Å⁻¹: 2.13; 0.84